Entry 1:
The following is a DFT calculation (ωB97M-V with the def2-TZVPD basis set) of an isolated molecule of C5H4O3 at a distorted geometry.

Kohn-Sham gap: 9.468 eV
ΔE to the lowest compared entry with this formula, charge and spin: 507.46 kJ/mol
E_tot: -11387.1092 eV
SMILES: c1occ2c1OCO2
E_LUMO: 0.9 eV
Highest occupied orbital energy: -8.60 eV

ORCA input file:
```
! wB97M-V def2-TZVPD RIJCOSX def2/J DEFGRID3
* xyz 0 1
O -0.490 -0.740 2.008
O 0.085 1.478 -0.675
O -0.021 -0.568 -1.591
C -0.348 -0.760 -0.289
C 0.598 0.680 -1.764
C -0.167 0.632 0.357
C -0.479 -1.477 0.894
C -0.507 0.662 1.578
H 0.350 1.079 -2.855
H 1.788 0.527 -1.555
H -0.320 -2.612 1.112
H -0.489 1.098 2.781
*
```


Entry 2:
The following is a DFT calculation (ωB97M-V with the def2-TZVPD basis set) of an isolated molecule of C2HF4NO at a distorted geometry.

Kohn-Sham gap (alpha / beta): 9.497 / 7.745 eV
ΔE to the lowest compared entry with this formula, charge and spin: 505.85 kJ/mol
E_tot: -16492.1433 eV
E_LUMO (alpha / beta): -0.1 / -0.8 eV
Highest occupied orbital energy (alpha / beta): -9.60 / -8.50 eV

ORCA input file:
```
! wB97M-V def2-TZVPD RIJCOSX def2/J DEFGRID3
* xyz 0 1
F -2.376 -1.484 -0.266
F 2.265 1.220 -0.373
F 0.287 1.860 0.289
F -1.920 0.561 0.309
O -0.293 -1.077 0.253
N 0.851 -0.398 0.261
C 0.978 0.866 -0.254
C -1.436 -0.530 -0.320
H 1.645 -1.016 0.101
*
```